Molecular formula: C20H28NO3
Method: DFT, the ωB97M-V functional and the def2-TZVPD basis

Last column: natural (NBO) charge in e.
Atoms and positions in Å:
1 C -5.67710 -0.09540 2.17831  -0.608
2 C -4.71823 -0.10566 0.99496  -0.424
3 C -4.45394 1.31418 0.49232  -0.064
4 O -3.63282 1.35125 -0.66440  -0.483
5 C -2.29365 1.29051 -0.56075  0.328
6 C -1.57456 1.09176 0.61747  -0.292
7 C -0.19269 1.06960 0.59250  -0.260
8 C 0.48638 1.24747 -0.60065  0.299
9 O 1.89363 1.20782 -0.62483  -0.581
10 C 2.51148 2.39515 -0.12069  -0.079
11 C 3.93174 2.05560 0.31823  -0.098
12 O 3.84653 1.12822 1.39521  -0.543
13 C 4.73572 0.04479 1.36718  -0.076
14 C 4.31197 -1.00533 0.32019  -0.256
15 N 2.84067 -1.12075 0.33048  -0.546
16 C 2.30123 -2.18043 -0.55748  -0.235
17 C 0.79634 -2.19974 -0.50769  -0.096
18 C 0.14396 -2.58214 0.65917  -0.174
19 C -1.23776 -2.61581 0.70494  -0.213
20 C -1.97621 -2.27383 -0.41588  -0.188
21 C -1.33218 -1.88455 -1.57692  -0.188
22 C 0.05009 -1.84213 -1.62143  -0.185
23 C -0.21374 1.44564 -1.78153  -0.256
24 C -1.58962 1.45870 -1.75976  -0.233
25 H -6.62773 0.34882 1.89558  0.212
26 H -5.26383 0.47868 3.00462  0.205
27 H -5.86196 -1.10912 2.52292  0.221
28 H -5.14675 -0.68607 0.17593  0.209
29 H -3.77637 -0.57705 1.28446  0.194
30 H -5.39552 1.76655 0.16992  0.204
31 H -4.02757 1.93720 1.28705  0.175
32 H -2.07557 0.95941 1.56196  0.229
33 H 0.35573 0.92588 1.51306  0.219
34 H 2.52790 3.16094 -0.90267  0.203
35 H 1.94673 2.76950 0.73827  0.201
36 H 4.43256 2.96808 0.65824  0.211
37 H 4.49337 1.63687 -0.52124  0.178
38 H 5.76785 0.36064 1.17845  0.203
39 H 4.68487 -0.38457 2.37146  0.205
40 H 4.77311 -1.96718 0.55109  0.231
41 H 4.61678 -0.70619 -0.68461  0.220
42 H 2.51421 -1.28225 1.28921  0.424
43 H 2.43888 -0.16881 0.02600  0.486
44 H 2.70843 -3.14372 -0.23605  0.226
45 H 2.64116 -1.97796 -1.57438  0.229
46 H 0.71258 -2.88128 1.52941  0.197
47 H -1.73643 -2.92420 1.61081  0.226
48 H -3.05298 -2.32232 -0.38875  0.229
49 H -1.90528 -1.61902 -2.45062  0.230
50 H 0.54978 -1.54701 -2.53134  0.218
51 H 0.32446 1.58923 -2.70507  0.231
52 H -2.15564 1.61680 -2.66311  0.237

Summary:
SMILES ... CCCOc1ccc(OCCOCC[NH2+]Cc2ccccc2)cc1
Highest occupied orbital energy ... -11.00 eV
Gap between HOMO and LUMO ... 8.7 eV
Net charge ... +1
Relative energy (zero: lowest compared OMol25 entry of this formula, charge and spin) ... 4.7 kcal per mole



Molecular formula: C20H28O2
Method: DFT, the ωB97M-V functional and the def2-TZVPD basis

Last column: natural (NBO) charge in e.
Atoms and positions in Å:
1 C -2.76371 -5.10302 1.59878  -0.599
2 C -2.88685 -3.66912 2.09844  -0.400
3 C -1.74908 -3.30846 3.04864  -0.383
4 C -1.68053 -1.81116 3.36292  -0.418
5 C -1.21542 -0.88225 2.25607  0.036
6 C -2.07171 -0.04744 1.56228  -0.342
7 C -1.61990 0.80499 0.56476  0.399
8 O -2.52995 1.54005 -0.10818  -0.683
9 C -0.27213 0.83675 0.25125  -0.209
10 C 0.65436 0.06093 1.03160  0.428
11 C 0.15206 -0.81358 1.99793  -0.322
12 O 2.00055 0.13095 0.89922  -0.523
13 C 2.53119 1.23628 0.17268  0.282
14 C 2.52400 2.49201 1.08184  -0.647
15 C 3.99406 0.89508 -0.06662  -0.621
16 C 1.73667 1.32073 -1.17214  -0.226
17 C 2.23798 2.39271 -2.21101  -0.392
18 C 1.48529 2.23851 -3.56932  -0.438
19 C 0.04512 1.70229 -3.47347  0.040
20 C -0.69786 1.44869 -4.77350  -0.639
21 C -0.49460 1.37669 -2.24868  -0.198
22 C 0.24382 1.65373 -0.92639  -0.272
23 H -3.52692 -5.35927 0.87641  0.207
24 H -1.82149 -5.24837 1.08335  0.201
25 H -2.78887 -5.80916 2.42431  0.198
26 H -2.93116 -3.00960 1.20412  0.200
27 H -3.82021 -3.53766 2.62805  0.193
28 H -1.89249 -3.88579 3.97092  0.202
29 H -0.76662 -3.61057 2.61802  0.199
30 H -2.61092 -1.42396 3.75558  0.204
31 H -0.94477 -1.70720 4.17528  0.212
32 H -3.12955 -0.04647 1.79174  0.191
33 H -3.44898 1.29831 0.19607  0.487
34 H 0.82700 -1.40879 2.55650  0.213
35 H 3.00098 3.31734 0.55187  0.214
36 H 1.50056 2.75785 1.30121  0.215
37 H 3.03144 2.28148 2.05680  0.224
38 H 4.05263 -0.01746 -0.68702  0.213
39 H 4.49529 0.65753 0.89370  0.221
40 H 4.49540 1.72196 -0.56679  0.212
41 H 1.82320 0.33387 -1.64208  0.218
42 H 2.00829 3.35719 -1.81973  0.199
43 H 3.31921 2.27364 -2.40415  0.209
44 H 1.40838 3.19499 -4.06541  0.213
45 H 2.09755 1.57741 -4.23316  0.206
46 H -0.64163 2.28643 -5.44775  0.210
47 H -0.26324 0.57206 -5.26382  0.215
48 H -1.75283 1.33609 -4.53230  0.219
49 H -1.47737 0.91500 -2.14887  0.215
50 H 0.13370 2.68779 -0.64990  0.217

Summary:
SMILES ... CCCCc1cc(O)c2c(c1)OC(C)(C)[C@@H]1CCC(C)=C[C@@H]21
Highest occupied orbital energy ... -8.07 eV
Gap between HOMO and LUMO ... 8.8 eV
Relative energy (zero: lowest compared OMol25 entry of this formula, charge and spin) ... 16.2 kcal per mole



Molecular formula: C20H29As3ClO2RuS
Method: DFT, the ωB97M-V functional and the def2-TZVPD basis

Last column: Mulliken spin population.
Atoms and positions in Å:
1 Ru -0.46409 -0.14564 -0.21094  0.905
2 Cl -2.97913 -0.97633 6.55092  0.000
3 C -2.39043 -1.11061 4.93960  0.000
4 C -1.63783 -2.23776 4.56708  -0.001
5 C -1.15889 -2.38488 3.28695  0.005
6 C -1.39144 -1.39922 2.31539  0.002
7 O -0.95830 -1.59018 1.08472  0.027
8 C -2.14435 -0.25602 2.69766  -0.009
9 C -2.48638 0.76382 1.77148  0.007
10 O -2.03277 0.90805 0.61329  0.016
11 C -2.65298 -0.14107 4.01378  -0.002
12 H -1.44157 -3.00112 5.30885  0.000
13 H -0.58785 -3.26173 3.01264  0.002
14 H -3.24245 1.49238 2.07969  -0.001
15 H -3.24798 0.72257 4.28432  0.000
16 C 0.47995 2.36046 2.28947  -0.003
17 As 1.14008 1.13903 0.95240  -0.022
18 C 2.39180 0.00735 1.88104  -0.003
19 C 2.14705 2.21037 -0.28951  0.002
20 C 3.34843 2.81025 0.06956  0.000
21 C 4.04224 3.55975 -0.86923  -0.001
22 C 3.53723 3.71246 -2.15410  0.001
23 C 2.33043 3.12573 -2.50815  -0.002
24 C 1.63196 2.37356 -1.57194  -0.001
25 As -0.09054 1.58269 -1.92177  -0.032
26 C -0.06746 1.06180 -3.77888  0.001
27 C -1.32832 3.06593 -1.85388  0.001
28 H 1.35022 2.83546 2.74226  -0.002
29 H -0.07581 1.82122 3.05473  0.000
30 H -0.14769 3.12022 1.82849  0.000
31 H 3.20835 0.60984 2.27674  -0.001
32 H 2.77882 -0.73379 1.18560  -0.002
33 H 1.87760 -0.49123 2.70151  0.000
34 H 3.75686 2.69441 1.06636  0.000
35 H 4.98202 4.02176 -0.59930  0.000
36 H 4.08529 4.29379 -2.88308  0.000
37 H 1.94576 3.26319 -3.51122  0.000
38 H 0.09607 1.94081 -4.40022  -0.001
39 H -1.02811 0.62300 -4.04435  -0.001
40 H 0.73037 0.34007 -3.93897  0.001
41 H -0.97166 3.85914 -2.50877  -0.002
42 H -1.38908 3.43389 -0.83171  0.001
43 H -2.31555 2.73784 -2.17394  0.001
44 C -0.30183 -4.55547 -0.46443  0.007
45 As -0.38597 -3.11612 -1.72387  -0.010
46 C 0.08721 -3.80425 -3.44909  -0.002
47 C -2.18492 -2.45298 -1.86874  0.007
48 S 1.04681 -1.52735 -1.27253  0.112
49 H -0.80340 -5.42066 -0.89673  0.000
50 H -0.78612 -4.25058 0.45905  -0.002
51 H 0.74635 -4.78443 -0.28226  0.003
52 H -0.61519 -4.59173 -3.72048  0.000
53 H 1.09615 -4.21013 -3.40646  0.000
54 H 0.04704 -2.99976 -4.18018  0.001
55 H -2.83429 -3.30672 -2.06627  0.000
56 H -2.23627 -1.76247 -2.70924  -0.004
57 H -2.50541 -1.97859 -0.94336  -0.001

Summary:
Highest occupied orbital energy (alpha / beta) ... -13.67 / -13.64 eV
Gap between HOMO and LUMO (alpha / beta) ... 7.0 / 6.3 eV
Multiplicity ... 2
Net charge ... +2
Relative energy (zero: lowest compared OMol25 entry of this formula, charge and spin) ... 0.0 kcal per mole



> Look up the relative energy (zero: lowest compared OMol25 entry of this formula, charge and spin) of the second one.

16.2 kcal per mole